Entry 1:
DFT (ωB97M-V/def2-TZVPD) results for the ion C8H15N2 with charge +1.

The calculation puts the largest force on an atom at 1.30 eV/Å. The LUMO energy is -3.4 eV. Its total energy is -11509.80301 eV. Its relative energy (zero: lowest compared OMol25 entry of this formula, charge and spin) is 73.3 kcal/mol. Its highest occupied orbital energy is -0.4036 hartree. The calculation puts the gap between HOMO and LUMO at 7.538 eV.

```
! RIJCOSX wB97M-V def2-TZVPD def2/J DEFGRID3
* xyz 1 1
H 3.3971 2.4998 1.3799
C -0.9251 -0.5703 -0.0972
C -1.9677 0.3211 -1.9639
H -2.4341 1.3030 -2.0024
H 1.8000 0.5359 0.8439
H -0.2291 1.8938 -2.1520
H -2.7591 -1.7955 2.0411
H -1.2484 -1.6472 2.9258
C 2.0775 1.3463 0.1875
H 0.0551 -2.9571 -0.3078
H 4.1852 1.3231 0.3520
H -2.0193 -0.1999 2.2495
H -1.3456 -3.5829 0.5782
C 0.0659 1.3096 -1.2995
H 3.5326 2.8091 -0.3582
C -0.5194 -2.8757 0.6111
N -0.8563 0.3296 -0.9989
H -2.7083 -0.4122 -1.6577
C 3.3632 2.0398 0.3917
C -1.0605 -1.4859 0.8066
N 1.2652 1.6848 -0.7825
H 1.6267 2.4670 -1.3308
H -1.5947 0.0603 -2.9549
H 0.1137 -3.1432 1.4532
C -1.8147 -1.2534 2.0852
*
```

For each atom in turn, the natural (NBO) charge in e is: 0.25, 0.30, -0.40, 0.23, 0.21, 0.20, 0.24, 0.24, 0.06, 0.23, 0.25, 0.23, 0.24, -0.08, 0.22, -0.62, -0.27, 0.24, -0.66, 0.00, -0.38, 0.43, 0.23, 0.24, -0.63

---

Entry 2:
DFT (ωB97M-V/def2-TZVPD) results for a cluster of 12 separate species, C88H145N11O19 in total.

The calculation puts the largest force on an atom at 3.92 eV/Å. The LUMO energy is -1.3 eV. Its total energy is -148877.86016 eV. As for the structure (SMILES): O=[N+]([O-])c1ccccc1.O=[N+]([O-])c1ccccc1.O=[N+]([O-])c1ccccc1.O=[N+]([O-])c1ccccc1.O=[N+]([O-])c1ccccc1.CC1(C)CCCC(C)(C)N1O.CC1(C)CCCC(C)(C)N1O.CC1(C)CCCC(C)(C)N1O.CC1(C)CCCC(C)(C)N1O.CC1(C)CCCC(C)(C)N1O.CC1(C)CCCC(C)(C)N1O.C[C@H]1COC(=O)O1. Its relative energy (zero: lowest compared OMol25 entry of this formula, charge and spin) is 0.0 kcal/mol. Its highest occupied orbital energy is -0.2990 hartree. The calculation puts the gap between HOMO and LUMO at 6.829 eV.

```
! RIJCOSX wB97M-V def2-TZVPD def2/J DEFGRID3
* xyz 0 1
O -6.0412 3.2396 5.6027
C -1.8821 -4.4239 0.6880
C 5.9588 -2.6239 -1.6285
C -6.5157 -0.4040 -1.3975
C 0.6815 -0.7880 -5.8066
H -3.6475 -0.7447 -6.9301
H -3.9415 8.7083 2.0640
H 0.4494 -1.2548 1.2917
C -3.6405 -3.9738 5.2555
H -2.5298 4.8762 4.3575
C -2.9095 9.0689 1.8723
H 3.8910 5.9595 -3.2338
H 2.9812 -6.6748 4.2369
C 5.7955 3.5430 -4.7888
H -1.3488 3.0544 -0.8349
H -0.6125 -7.1065 -2.2032
C 1.3959 8.1160 0.2109
H 2.0174 -3.5957 3.0905
H 3.6533 -2.2064 6.3646
H 5.6960 1.0329 3.0852
O -0.5565 -1.1729 -1.0654
C 2.2576 -3.3935 4.1094
O -2.8362 0.3000 -8.9660
C -2.2935 7.9356 1.0492
H 0.6825 -4.4753 -2.7245
H 2.6490 -4.5245 -3.4910
C 2.2680 -4.7972 4.7905
C 0.1949 -1.2406 -8.1552
H 6.0702 1.2787 -3.1882
H 6.2528 -1.8236 0.4646
H -3.0731 3.8001 5.6946
C 1.0187 -0.6053 -7.1322
C 4.2206 -3.8088 0.5139
H 0.7515 5.9223 -1.3903
C -7.6069 0.2217 -1.9650
C -8.0275 -1.6412 -3.4007
C -0.2812 0.6592 0.3860
C -6.2658 -1.7024 -1.7695
H -9.1441 0.2564 -3.3050
H -5.9074 2.1300 3.9650
O -9.0090 2.1467 -1.9689
H 5.4951 2.5813 -5.1562
H 4.2551 1.6943 -4.0754
H -2.5231 -1.3203 -2.5029
C 0.1617 6.3020 1.2090
C -3.1043 -0.5773 -1.8831
N -1.2420 -0.1367 -0.3918
C -4.9779 -2.1660 3.7084
N -5.6199 -1.2320 2.8002
H 0.1949 -6.5367 -0.7213
H 3.0157 -5.6077 2.9210
C -2.0961 6.7042 1.9984
C -1.1423 1.8342 0.9415
H 3.4509 -0.4912 0.7893
H -2.5170 -2.3001 6.0230
H -4.1561 7.2357 0.4206
H -0.4819 2.4940 1.5970
H -1.4025 -7.1656 -0.5887
H 5.8208 4.1980 -5.6829
H 2.3170 -4.4671 -1.7836
C -3.2681 7.5937 -0.0973
C 4.7179 4.0989 -3.8062
C -3.0106 3.9419 4.6263
C -0.8111 -2.1482 -7.8639
H 4.1208 -5.6633 8.2328
H 0.7017 1.7544 -1.1071
N 3.2293 -2.0807 -0.9753
H 0.2259 -4.9328 5.4155
C 3.8030 1.9236 -1.9596
H 1.7215 0.4071 -0.5690
H 1.5621 8.6410 1.1572
C 4.9840 -5.2725 5.7486
C 0.9709 -5.5527 4.8234
C 3.8744 0.9745 5.9487
H -5.7074 -0.4786 -5.1158
N -0.9283 -4.3133 -0.4368
C 4.9432 -2.4236 -2.7911
H 6.0281 -5.0135 5.9738
C -7.0008 -2.3603 -2.8161
C 4.3776 -4.6273 8.0072
H -3.4749 1.0490 -0.0456
H 5.8243 0.1683 5.2407
H -2.5087 3.4097 0.3428
H 0.9851 0.2786 2.1576
H 6.8782 -2.1856 -2.0927
C 2.6603 1.9750 4.1425
H 1.5623 8.8634 -0.5229
C 5.1271 2.6325 -1.7165
H 3.2075 -4.1331 0.7356
C 4.8474 1.1995 3.8168
C 0.0711 7.3835 0.1141
C -3.5610 -5.3955 -0.7704
H 5.0072 -1.3737 -3.0196
H 0.4460 -0.9466 -9.1700
H -1.6965 -5.2639 2.5881
O 1.3450 3.4825 2.9084
H -0.3695 -5.4031 -3.6543
H 3.1632 3.4124 -5.0156
H -3.6224 2.0762 -1.4387
O 1.8759 -2.3253 -0.6185
H 2.1730 7.3286 0.0506
H -1.6414 5.2531 0.4778
H 1.2747 -1.6082 -0.9342
H 6.3506 0.9434 -1.5374
H -4.8414 -5.4787 4.5060
H -3.5602 8.4194 -0.7392
C -1.2254 5.6540 1.4278
H -3.6574 -0.6597 4.4701
H -2.3279 9.2229 2.8165
C -4.6222 -4.4432 4.4122
C -3.9326 -1.6747 4.5134
C -1.6307 -5.6710 1.5788
H 1.4401 -2.2823 -3.0332
C 6.2594 1.7441 -2.2261
H -0.6301 -6.0889 1.4263
H -3.3820 -1.0016 -0.9222
C -3.2943 -2.5939 5.3285
H 0.9331 5.6486 0.9457
O -5.9472 -1.6515 1.6630
O -1.7754 2.0355 -8.3134
C 5.3010 2.7903 -0.2066
C 0.0044 6.6878 -1.2797
H 5.3470 -2.5686 6.9977
H -3.9355 -0.1642 -2.4867
H 5.2924 -3.0608 -3.6119
C 4.4655 5.5212 -4.0259
H -6.0062 1.6740 -4.1709
C -4.4051 3.8251 4.0874
H 2.7137 -1.7462 1.6945
H 3.2538 -3.0218 4.1846
O 1.8168 -3.7236 6.8519
C -2.8798 1.6067 -0.7295
C -4.0550 0.1458 -6.4638
H 4.9115 -4.2688 3.9030
H 7.2047 2.3163 -2.2690
O -6.9268 5.3331 5.9879
H -2.3552 3.2368 4.2085
H -3.8800 -4.3509 1.1022
H 0.3697 7.4197 -1.9175
C -5.0054 0.2627 -5.4681
C 2.5086 -1.9880 -3.3063
C -0.4827 -1.5182 -5.4647
C 3.2815 -5.6596 3.9665
C -3.5558 1.3522 -6.9983
H -1.7909 6.9934 3.0421
H 1.2616 -0.3065 -5.0250
O -2.7883 -2.8380 -5.0113
H -2.1077 -2.2537 1.0724
N -2.6361 1.1856 -8.1496
H 3.8923 0.8433 -1.7137
O -3.0207 -3.5398 -6.9985
H 5.4715 -4.4410 8.2390
H 1.2900 -4.2473 7.4922
H 1.5484 1.8431 0.3528
O -5.4876 -0.0238 3.0894
N -0.9517 8.3662 0.5078
H -1.8886 1.3756 1.5662
O -1.1808 9.4257 -0.3903
H -6.0486 -0.0078 -0.5252
H 0.4865 -5.6792 3.9113
C -0.3745 -4.6836 -2.8542
H 5.4222 6.1362 -4.0138
H -2.1941 -3.1968 2.4909
H 4.7222 -4.4692 -0.1878
C 2.7178 1.5186 5.4876
H -6.9156 -3.4081 -3.0576
O -5.2532 4.9365 4.5543
N 1.3707 2.5766 3.7000
C -2.1045 0.5157 -1.4427
C 3.3887 2.0010 -3.4199
C -3.7781 2.6226 -6.5112
H 3.9483 0.6581 6.9799
H 6.2040 -3.6669 -1.4061
H 2.6808 -2.3112 -4.3399
H -1.5327 -2.5492 -8.5996
H -2.4591 -6.4269 1.5795
H 5.1800 1.8320 0.2868
H -4.5721 -5.3474 -1.1283
O 0.4531 -4.5656 -0.1326
C 3.4674 -2.7358 -2.3610
O -7.2729 2.1303 -0.7237
H -0.8879 6.2020 -1.5120
C -2.6402 -5.1404 -1.9756
C 4.9655 0.7766 5.0960
H 6.3159 3.2531 0.0193
C 3.6826 -1.4537 1.2910
H -8.6444 -1.9588 -4.2183
H 0.4745 6.7167 2.1503
C 0.1386 -0.2305 1.6068
O 0.3616 2.1969 4.3035
H 4.5101 3.4620 0.1067
H -0.8971 -2.0310 -0.7441
H -3.4416 -3.3707 -0.3613
H 4.8240 -6.2782 6.1695
H -0.8118 -3.7666 -3.2647
H -0.9908 2.0199 -2.5146
H 2.5488 4.0545 -3.5157
H 5.0979 -2.7537 5.3744
C -1.9502 2.5587 -0.0480
H -0.7271 -0.3408 2.2848
O 6.1829 4.7289 -2.0223
N 2.7380 -4.5995 6.2264
H 3.7103 -4.0081 8.6217
H -5.5263 -2.3126 -1.2781
H 1.5237 -2.7379 4.5505
H 5.3960 -0.7592 -0.5953
C -1.1305 -2.2579 -6.5014
H -2.8684 -5.8382 -2.8492
H -3.4818 -6.3907 -0.3989
H 6.8165 3.4679 -4.3989
C -1.2146 0.9765 -2.6726
C 3.3451 3.4643 -3.9744
C 3.0884 -4.2312 -2.4657
H 4.8124 -3.9360 1.4325
H 5.4476 -5.9809 3.7071
H 1.0308 -6.5223 5.2526
H -3.1495 6.2548 2.0618
H -0.9748 -1.4073 -4.5002
C 4.7042 -5.3201 4.2245
H 3.0360 2.4024 -1.3617
H 4.0482 5.6673 -4.9795
H -5.0108 3.7002 -5.0394
H -4.3653 3.9130 2.9800
C -6.1556 4.5419 5.4799
C -0.7495 -6.6584 -1.2691
H 2.6137 -0.8974 -3.2590
C 5.5072 -1.8239 -0.4046
C 4.1454 -4.3323 6.5336
C -5.3562 1.5893 -5.0282
H -1.9348 0.9815 -3.5097
C 0.9887 1.1650 -0.2692
C -8.3131 -0.3343 -3.0044
H -2.8642 -4.1247 -2.3413
C -4.6856 2.7097 -5.4503
H -1.4092 8.9895 -1.2445
C -5.2601 -3.5045 3.5984
H 1.8704 1.7268 6.1864
H 3.8516 -4.9929 -2.3133
C 3.7401 1.8271 3.3155
N -8.0280 1.6001 -1.5346
H -4.6208 1.8236 5.0443
H -2.9031 6.7530 -0.7073
C -5.2467 2.6234 4.6367
H -3.0056 9.9806 1.2873
H -0.5177 -3.0887 1.6241
H 1.9518 -0.0979 -7.4452
C 4.5582 -2.8660 6.2921
C 4.1546 -2.3687 0.1077
H 3.6622 2.1823 2.2466
N -2.4030 -2.9311 -6.1456
H -3.1924 -4.5535 6.0916
H 0.8646 -3.7389 -0.4283
H -1.1126 4.8898 2.1436
H 6.8955 4.2947 -2.4757
C -1.1604 -5.2121 -1.5971
H 2.4526 1.4141 -3.6315
H 4.4942 -1.3657 2.0398
H -3.2399 3.5166 -6.8639
H -0.3939 0.2100 -2.7808
N 4.9853 3.9630 -2.3573
C -1.6268 -3.1565 1.5214
C -3.2992 -4.3071 0.1885
H -6.0035 -3.7584 2.8526
*
```

Mulliken atomic charge list, values in e, 99 entries: -0.38, 2.49, -0.91, -0.04, -0.22, 0.78, 0.34, -0.60, -0.44, 0.14, -1.84, 0.43, 0.54, -1.46, -0.28, 0.65, -1.90, 0.00, 0.21, 0.30, 2.09, -1.10, -0.57, 1.66, -0.49, 0.37, 1.83, -0.58, 0.23, 0.45, 0.47, -0.78, -0.93, 0.44, -0.53, -0.61, 1.41, 0.28, 0.57, 0.36, -0.64, 0.39, -0.25, -0.95, -2.57, -0.73, 0.55, 0.28, 0.76, 0.22, 0.14, -1.30, -0.63, -0.75, 0.47, 0.49, -1.04, 0.27, 0.42, 0.23, -1.89, 2.00, -1.49, -0.61, 0.47, 0.88, 0.34, 0.34, 0.13, -0.07, 0.42, -1.89, -1.89, -0.46, 0.29, 1.01, -1.10, 0.46, -0.81, -1.90, 0.44, 0.45, 0.68, -0.69, 0.53, 0.25, 0.45, 1.81, -0.36, 0.04, 2.30, -1.06, 0.15, 0.36, 0.40, -0.53, 0.82, 0.59, 0.36

---

Entry 3:
DFT (ωB97M-V/def2-TZVPD) results for a cluster of 2 separate species, C3H8O3 in total.

The calculation puts the largest force on an atom at 1.97 eV/Å. The LUMO energy is 0.7 eV. Its total energy is -9383.51124 eV. As for the structure (SMILES): CCC(=O)O.O. Its relative energy (zero: lowest compared OMol25 entry of this formula, charge and spin) is 6.7 kcal/mol. Its highest occupied orbital energy is -0.3892 hartree. The calculation puts the gap between HOMO and LUMO at 11.332 eV.

```
! RIJCOSX wB97M-V def2-TZVPD def2/J DEFGRID3
* xyz 0 1
O 2.0248 -0.3264 2.3823
H -1.4653 1.0429 -1.4742
H -0.8704 1.3753 0.1730
H 0.8236 1.3440 -1.9304
H 0.8656 -0.4324 -1.5039
H 1.0887 -0.4570 2.5671
O -1.4813 -1.5301 -1.0621
C 0.6591 0.5827 -1.1781
O -1.3000 -0.8422 1.0652
H 2.3189 0.5485 2.6727
H 1.3033 0.8250 -0.3375
C -0.7900 0.7291 -0.6874
H -1.8757 -2.2823 -0.5805
C -1.3012 -0.5770 -0.1062
*
```

For each atom in turn, the natural (NBO) charge in e is: -0.96, 0.22, 0.23, 0.21, 0.22, 0.49, -0.69, -0.60, -0.61, 0.47, 0.22, -0.51, 0.49, 0.80

---

Entry 4:
DFT (ωB97M-V/def2-TZVPD) results for an isolated molecule of C5H5FN2O.

The calculation puts the largest force on an atom at 5.88 eV/Å. The LUMO energy is 0.6 eV. Its total energy is -13008.71756 eV. As for the structure (SMILES): O=C[C@@H](F)c1ncc[nH]1. Its relative energy (zero: lowest compared OMol25 entry of this formula, charge and spin) is 61.6 kcal/mol. Its highest occupied orbital energy is -0.3331 hartree. The calculation puts the gap between HOMO and LUMO at 9.655 eV.

```
! RIJCOSX wB97M-V def2-TZVPD def2/J DEFGRID3
* xyz 0 1
H -1.5979 -0.6298 -1.5875
H 1.6414 0.4852 2.2294
F -0.1286 0.8207 2.9160
H 1.9245 2.5646 1.1362
N -0.6723 0.1401 0.0909
O 0.0414 2.9739 1.5188
N 1.2175 -0.8354 0.2277
C 0.5703 -1.5579 -0.7107
H 0.9700 -2.4500 -1.1112
C 0.7923 0.8677 1.9551
C 0.5596 0.1549 0.7050
H -1.1875 1.0007 0.0816
C -0.6301 -0.7267 -0.9747
C 0.9220 2.1990 1.5142
*
```

For each atom in turn, the natural (NBO) charge in e is: 0.23, 0.20, -0.31, 0.12, -0.50, -0.51, -0.43, -0.08, 0.22, 0.06, 0.25, 0.42, -0.07, 0.41

---

relative energy (zero: lowest compared OMol25 entry of this formula, charge and spin) of number 1 (C8H15N2)? 73.3 kcal/mol